(1)
14
Properties=species:S:1:pos:R:3 method="wB97M-V/def2-TZVPD" total_charge=+1 homo_lumo_gap_ev=8.9
C 0.83313 -0.38013 0.09770
N -0.37585 -0.74037 0.28454
N 1.76204 -1.41301 0.12242
N 1.22446 0.96099 -0.21495
N -1.56058 -0.05609 0.36531
S -2.96545 -0.96940 -0.15965
S -1.60649 1.68332 0.13881
H 1.44028 -2.31090 0.30411
H 2.62230 -1.50403 -0.36566
H 1.83813 1.20455 0.58183
H 1.82056 1.03364 -1.01445
H 0.14012 1.59553 -0.03418
H -3.65859 -0.78359 1.04769
H -1.51407 1.67950 -1.15351

(2)
8
Properties=species:S:1:pos:R:3 method="wB97M-V/def2-TZVPD" total_charge=0 homo_lumo_gap_ev=9.2 smiles="O=CO.SCl"
C 1.70998 1.00771 0.11165
O 1.06615 1.82193 0.68719
O 1.26743 -0.23883 -0.04640
S -1.70950 -1.15590 0.28299
Cl -2.30928 -1.58316 -1.68564
H 0.41136 -0.29266 0.31394
H 2.63664 1.19440 -0.34368
H -3.07278 -0.75349 0.67995

(3)
49
Properties=species:S:1:pos:R:3 method="wB97M-V/def2-TZVPD" total_charge=0 homo_lumo_gap_ev=8.2
C -2.70398 -3.21733 0.10972
C -1.64734 -2.45307 0.92277
C -0.30854 -2.06633 0.21234
C 0.59532 -1.56962 1.18869
C 1.90123 -1.49913 0.41208
C 2.63337 -2.48578 0.48461
C 3.92806 -2.46579 0.04274
O 4.73015 -3.25535 -0.43518
O 4.42402 -1.05781 -0.52365
C 3.74592 -0.03025 -0.31744
C 4.27551 1.41758 -0.60888
C 3.54034 2.50334 -0.63847
C 2.32058 2.19373 -0.28444
C 1.67161 1.27834 0.15564
C 2.35429 -0.05268 -0.01088
O 0.24019 1.09894 0.49922
C -0.37843 2.16063 0.63778
C -1.93801 1.92117 0.81989
O -2.50573 2.63505 1.48010
N -2.31865 1.08932 -0.04642
C -3.61370 0.52138 -0.47598
C -4.76185 0.83038 0.62839
C -5.86913 0.28176 0.20187
C -6.03034 -0.52917 -0.84428
N -4.95107 -0.60486 -2.08114
C -3.70214 -0.21851 -1.54201
H -2.97057 -0.60905 -2.23733
H -6.86271 -0.87765 -1.34547
H -6.79802 0.26950 0.89976
H -4.48697 1.28958 1.43521
H -1.55227 0.78177 -0.81426
H -0.36145 2.97899 -0.40025
H -0.04447 2.88424 1.50835
H 1.74472 3.18507 -0.14912
C 4.26639 3.65127 -0.83258
H 5.37901 3.77831 -1.08454
H 3.80617 4.23186 -1.81917
H 4.26084 4.38528 0.30459
H 5.34912 1.22931 -0.91766
H 2.26024 -3.24598 0.86628
H 0.21888 -0.68669 1.77460
H 0.53957 -2.16113 2.28471
H -0.71871 -1.52832 -0.57832
H -0.10446 -3.23064 -0.12537
H -1.71982 -2.96582 1.75880
H -2.10915 -1.56788 1.22059
H -3.61423 -3.50836 0.57965
H -2.83586 -2.81072 -0.84769
H -2.29602 -4.08501 -0.35382

(4)
97
Properties=species:S:1:pos:R:3 method="wB97M-V/def2-TZVPD" total_charge=+1 spin_multiplicity=2 homo_lumo_gap_ev="6.4 / 5.2"
C -1.56648 -1.49805 -2.40088
C 0.68197 -2.01816 -1.99968
C -1.61526 -2.30860 -3.53334
C 0.62837 -2.98311 -3.05111
C -0.51539 -3.12345 -3.81375
H -2.51598 -2.29326 -4.14147
H 1.53551 -3.54752 -3.25694
H -0.56207 -3.83891 -4.63371
N -0.51855 -1.48897 -1.57111
P -2.78442 -0.20903 -0.29834
P 2.63037 -0.45478 -0.39549
C -2.68173 -0.49520 -2.10482
H -2.43686 0.45998 -2.59870
H -3.63097 -0.83290 -2.53296
C 1.95279 -1.59017 -1.53437
H 2.74072 -2.30882 -1.82884
C 4.04251 0.33233 -1.40868
C 3.26063 -1.20887 1.27324
C -3.44816 1.52983 -0.07707
C -3.94159 -1.60061 0.23001
C 3.99340 1.82438 -1.04378
H 4.13987 1.99183 0.03174
H 4.79013 2.34609 -1.58924
H 3.03176 2.26668 -1.32761
C 5.42775 -0.26129 -1.11520
H 5.75017 -0.15208 -0.07534
H 5.48779 -1.31993 -1.40179
H 6.15680 0.28349 -1.73449
C 3.78383 0.15818 -2.90982
H 4.54625 0.72977 -3.45756
H 3.84888 -0.89036 -3.22143
H 2.80280 0.54183 -3.20035
C 4.07138 -0.14070 2.02323
H 3.43384 0.72046 2.27210
H 4.43799 -0.57927 2.96309
H 4.94243 0.22690 1.47113
C 2.05760 -1.56566 2.15399
H 1.50192 -0.66693 2.44200
H 1.38185 -2.27362 1.66255
H 2.42459 -2.03819 3.07834
C 4.06016 -2.48286 0.99144
H 4.98530 -2.29750 0.43511
H 4.33946 -2.93857 1.95315
H 3.45621 -3.21384 0.43831
C -4.54229 -1.28735 1.61281
H -5.14541 -2.15818 1.91430
H -3.77195 -1.13694 2.38094
H -5.21240 -0.41763 1.59449
C -3.09921 -2.89115 0.33318
H -2.70883 -3.20474 -0.64297
H -2.25782 -2.77834 1.02932
H -3.74882 -3.69426 0.71096
C -5.07555 -1.83832 -0.77963
H -5.78644 -2.54490 -0.32666
H -5.62687 -0.92253 -1.02336
H -4.71467 -2.29965 -1.70718
C -2.62819 2.49734 -0.95361
H -2.85917 2.38926 -2.02111
H -2.87834 3.52966 -0.66411
H -1.54625 2.35697 -0.81083
C -3.26534 1.94884 1.39792
H -2.20322 2.03533 1.66906
H -3.72989 2.93842 1.52506
H -3.75469 1.25721 2.09581
C -4.92804 1.58070 -0.47518
H -5.08106 1.30200 -1.52779
H -5.56371 0.95108 0.16171
H -5.27402 2.61906 -0.35374
Cu -0.61347 -0.42597 0.18811
C -1.01864 -0.66029 1.93840
O -1.28000 -0.85146 3.05038
N 0.64704 0.88308 -0.74625
C 0.90775 1.10145 -1.90215
C 0.76132 1.95991 -3.05328
C 0.53732 3.33648 -2.83461
C 0.83724 1.47415 -4.37839
C 0.51639 4.22545 -3.91350
H 0.38420 3.69799 -1.81140
C 0.84387 2.37304 -5.44672
H 0.88992 0.39646 -4.54376
C 0.70167 3.74577 -5.21573
H 0.35768 5.29187 -3.73262
H 0.95967 2.00102 -6.46529
H 0.71923 4.44690 -6.05180
N 0.45243 1.91689 2.69956
C 0.40468 1.49257 3.79265
C 0.32204 0.95185 5.11175
C -0.92741 0.83545 5.73681
C -1.02916 0.17489 6.96387
C 0.12061 -0.33777 7.57726
C 1.37688 -0.14707 6.99157
C 1.48335 0.51275 5.76442
H -1.81426 1.24936 5.24983
H -2.01077 0.05250 7.42887
H 0.03325 -0.88272 8.51952
H 2.27610 -0.51948 7.48423
H 2.45570 0.68257 5.29737